C40H92ClF3NO10P | wB97M-V/def2-TZVPD

orbital gap = 8.350 eV
spin multiplicity = 1
SMILES = CCCCCCCCC[C@@H](O[C@H](COC(F)(F)F)[C@H](Cl)CC)[C@@H](NP(C)O)OCCCC.CC(C)O.CC(C)O.CC(C)O.CC(C)O.CC(C)O.CC(C)O

Geometry (Å):
1 C 0.81 0.01 3.06
2 C 0.14 -0.62 1.83
3 C -0.86 -1.69 2.23
4 C -1.59 -2.32 1.04
5 C -0.66 -2.80 -0.08
6 C -1.55 -3.29 -1.25
7 C -1.84 -2.16 -2.29
8 C -3.36 -1.77 -2.27
9 C -3.58 -0.31 -2.70
10 C -3.69 0.69 -1.54
11 O -3.75 1.99 -2.14
12 C -3.01 3.02 -1.47
13 C -3.91 4.26 -1.58
14 O -4.00 4.82 -0.23
15 C -5.06 5.62 -0.05
16 F -6.09 4.96 0.42
17 F -5.42 6.27 -1.13
18 F -4.75 6.51 0.87
19 C -1.67 3.19 -2.18
20 Cl -0.46 1.95 -1.66
21 C -0.99 4.56 -2.01
22 C -1.02 5.13 -0.58
23 C -4.97 0.42 -0.74
24 N -5.21 1.37 0.36
25 P -4.14 0.92 1.68
26 C -3.57 2.49 2.47
27 O -5.04 0.18 2.87
28 O -6.02 0.35 -1.67
29 C -7.34 0.52 -1.15
30 C -7.77 -0.48 -0.06
31 C -8.53 0.28 1.07
32 C -8.26 -0.29 2.49
33 H 1.71 0.55 2.78
34 H 1.10 -0.75 3.78
35 H 0.16 0.75 3.52
36 H 0.93 -1.10 1.26
37 H -0.32 0.19 1.27
38 H -1.61 -1.27 2.91
39 H -0.35 -2.50 2.77
40 H -2.37 -1.65 0.68
41 H -2.09 -3.21 1.42
42 H -0.11 -3.67 0.26
43 H 0.00 -2.02 -0.44
44 H -1.06 -4.10 -1.78
45 H -2.46 -3.70 -0.81
46 H -1.61 -2.49 -3.30
47 H -1.28 -1.28 -1.99
48 H -3.86 -2.47 -2.94
49 H -3.70 -1.99 -1.26
50 H -4.44 -0.23 -3.35
51 H -2.73 -0.02 -3.32
52 H -2.83 0.55 -0.89
53 H -2.89 2.77 -0.42
54 H -3.53 5.01 -2.27
55 H -4.91 3.92 -1.83
56 H -1.85 3.00 -3.24
57 H -1.36 5.25 -2.76
58 H 0.06 4.40 -2.26
59 H -1.78 5.90 -0.55
60 H -1.35 4.38 0.14
61 H -0.08 5.59 -0.29
62 H -4.84 -0.57 -0.28
63 H -5.01 2.33 0.09
64 H -2.57 2.33 2.86
65 H -3.50 3.30 1.74
66 H -4.20 2.79 3.31
67 H -4.86 0.67 3.68
68 H -7.48 1.56 -0.86
69 H -8.00 0.36 -2.00
70 H -8.51 -1.18 -0.46
71 H -6.96 -1.08 0.34
72 H -8.23 1.32 1.10
73 H -9.59 0.26 0.84
74 H -7.64 -1.18 2.41
75 H -9.20 -0.50 2.98
76 H -7.74 0.46 3.07
77 C 3.65 -2.81 -2.55
78 C 2.72 -4.01 -2.50
79 C 2.53 -4.61 -3.89
80 O 1.45 -3.62 -1.97
81 H 3.24 -2.02 -3.19
82 H 3.77 -2.38 -1.55
83 H 4.63 -3.09 -2.93
84 H 3.12 -4.76 -1.82
85 H 2.08 -3.89 -4.57
86 H 1.85 -5.47 -3.84
87 H 3.48 -4.94 -4.31
88 H 1.07 -2.95 -2.56
89 C 3.30 1.72 -0.73
90 C 2.94 1.83 0.74
91 C 3.68 2.98 1.41
92 O 3.25 0.61 1.40
93 H 4.37 1.52 -0.86
94 H 2.76 0.90 -1.20
95 H 3.05 2.64 -1.27
96 H 1.86 1.99 0.84
97 H 4.77 2.82 1.36
98 H 3.42 3.04 2.47
99 H 3.45 3.93 0.94
100 H 4.20 0.46 1.32
101 C 2.07 4.20 6.15
102 C 2.58 2.87 5.59
103 C 4.09 2.90 5.41
104 O 1.95 2.59 4.35
105 H 2.29 5.01 5.46
106 H 0.98 4.16 6.27
107 H 2.52 4.42 7.11
108 H 2.31 2.06 6.27
109 H 4.38 3.68 4.69
110 H 4.44 1.95 5.00
111 H 4.60 3.09 6.35
112 H 2.18 3.30 3.73
113 C 7.48 -6.43 -0.31
114 C 6.54 -5.24 -0.39
115 C 5.24 -5.51 0.35
116 O 6.25 -4.94 -1.76
117 H 7.03 -7.31 -0.77
118 H 8.41 -6.22 -0.86
119 H 7.74 -6.66 0.72
120 H 7.02 -4.36 0.03
121 H 4.72 -6.37 -0.09
122 H 4.57 -4.66 0.28
123 H 5.43 -5.73 1.41
124 H 5.82 -5.72 -2.14
125 C 5.38 -10.50 -1.58
126 C 4.68 -9.60 -0.56
127 C 3.56 -10.34 0.15
128 O 4.15 -8.45 -1.22
129 H 4.67 -10.83 -2.35
130 H 6.17 -9.95 -2.09
131 H 5.81 -11.38 -1.10
132 H 5.41 -9.24 0.17
133 H 2.80 -10.67 -0.56
134 H 3.07 -9.69 0.87
135 H 3.94 -11.22 0.68
136 H 3.51 -8.74 -1.87
137 C 1.63 8.48 -3.24
138 C 1.32 8.57 -1.76
139 C 2.13 9.68 -1.09
140 O 1.59 7.32 -1.12
141 H 2.69 8.23 -3.40
142 H 1.05 7.68 -3.70
143 H 1.41 9.41 -3.76
144 H 0.26 8.77 -1.62
145 H 3.20 9.47 -1.18
146 H 1.90 9.73 -0.03
147 H 1.93 10.65 -1.54
148 H 2.53 7.13 -1.23



C40H92N12O31 | wB97M-V/def2-TZVPD

orbital gap = 8.827 eV
spin multiplicity = 1

Geometry (Å):
1 C 6.22 -0.49 2.71
2 N 7.50 -0.22 2.02
3 O 8.52 -0.76 2.44
4 O 7.53 0.45 1.01
5 H 5.56 -0.14 1.93
6 H 6.07 0.21 3.50
7 H 6.29 -1.50 3.13
8 C 2.09 3.98 -1.98
9 N 0.86 4.67 -2.51
10 O 0.94 5.44 -3.45
11 O -0.14 4.47 -1.91
12 H 2.02 2.88 -2.02
13 H 2.19 4.31 -0.97
14 H 2.96 4.27 -2.58
15 C -0.91 -4.13 -0.67
16 N -0.25 -5.28 0.04
17 O -0.84 -5.75 0.98
18 O 0.85 -5.62 -0.31
19 H -0.26 -3.28 -0.68
20 H -1.89 -4.03 -0.19
21 H -0.96 -4.48 -1.70
22 C 1.76 2.08 2.99
23 N 2.03 3.50 2.97
24 O 1.52 4.15 2.10
25 O 2.75 3.99 3.82
26 H 0.67 2.04 2.95
27 H 2.25 1.55 3.77
28 H 2.11 1.84 2.00
29 C 2.28 -5.42 2.23
30 N 2.26 -3.97 2.15
31 O 1.33 -3.40 1.53
32 O 3.24 -3.47 2.59
33 H 1.35 -5.85 2.42
34 H 2.92 -5.60 3.09
35 H 2.86 -5.88 1.40
36 C -7.11 -2.24 -1.79
37 N -5.87 -1.84 -2.53
38 O -5.35 -2.74 -3.19
39 O -5.51 -0.69 -2.51
40 H -7.19 -1.60 -0.96
41 H -7.00 -3.31 -1.50
42 H -7.94 -2.03 -2.46
43 C -6.71 2.32 -1.60
44 N -6.15 1.77 -0.34
45 O -6.85 0.87 0.09
46 O -5.23 2.32 0.21
47 H -6.10 3.06 -2.07
48 H -7.59 2.81 -1.30
49 H -6.94 1.55 -2.30
50 C -3.07 2.57 6.37
51 N -3.50 1.49 5.36
52 O -4.12 1.90 4.40
53 O -3.23 0.34 5.58
54 H -3.07 2.09 7.34
55 H -3.82 3.39 6.37
56 H -2.09 3.02 6.17
57 C -1.87 4.93 2.20
58 N -1.56 3.57 2.61
59 O -1.36 2.74 1.75
60 O -1.28 3.46 3.80
61 H -0.99 5.58 2.09
62 H -2.66 5.29 2.90
63 H -2.21 4.90 1.18
64 C -3.84 -0.59 2.18
65 N -3.97 -1.78 1.28
66 O -4.81 -1.66 0.43
67 O -3.21 -2.73 1.40
68 H -3.97 0.27 1.61
69 H -2.79 -0.57 2.53
70 H -4.47 -0.76 3.02
71 C -2.38 6.78 -1.45
72 N -2.76 5.55 -2.20
73 O -2.92 4.49 -1.60
74 O -2.88 5.73 -3.39
75 H -2.82 6.79 -0.43
76 H -2.69 7.63 -2.06
77 H -1.36 6.77 -1.28
78 C 2.63 7.05 2.09
79 N 1.70 6.69 1.02
80 O 2.19 6.52 -0.09
81 O 0.51 6.66 1.16
82 H 2.31 7.96 2.61
83 H 3.64 7.05 1.62
84 H 2.59 6.19 2.81
85 C 3.81 -1.35 -0.43
86 C 4.46 -0.17 -1.16
87 C 4.43 0.95 -0.17
88 O 3.68 0.50 0.99
89 C 2.91 -0.68 0.65
90 H 4.55 -2.06 0.01
91 H 3.20 -1.91 -1.07
92 H 4.10 0.03 -2.17
93 H 5.48 -0.43 -1.38
94 H 3.96 1.92 -0.51
95 H 5.33 1.35 0.19
96 H 1.96 -0.50 0.19
97 H 2.76 -1.14 1.61
98 C -1.04 0.18 0.06
99 C -1.63 -0.34 -1.25
100 C -0.46 -0.48 -2.21
101 O 0.41 0.56 -1.76
102 C -0.03 1.14 -0.48
103 H -0.58 -0.71 0.50
104 H -1.72 0.67 0.74
105 H -2.33 0.35 -1.64
106 H -2.18 -1.26 -1.11
107 H -0.67 -0.19 -3.20
108 H 0.04 -1.47 -2.23
109 H -0.55 2.06 -0.74
110 H 0.84 1.37 0.08
111 C -0.32 -4.97 -5.13
112 C 0.36 -6.02 -4.15
113 C 1.47 -5.13 -3.43
114 O 1.39 -3.80 -4.04
115 C 0.84 -3.92 -5.29
116 H -1.23 -4.48 -4.72
117 H -0.62 -5.41 -6.02
118 H 0.80 -6.78 -4.82
119 H -0.33 -6.45 -3.41
120 H 2.49 -5.52 -3.60
121 H 1.22 -5.06 -2.36
122 H 1.64 -4.27 -6.01
123 H 0.48 -2.97 -5.70
124 C 1.80 -0.07 -5.59
125 C 2.74 -0.89 -4.70
126 C 3.99 -1.03 -5.57
127 O 4.04 0.16 -6.40
128 C 2.76 0.84 -6.39
129 H 1.08 0.44 -4.99
130 H 1.29 -0.74 -6.30
131 H 2.36 -1.86 -4.41
132 H 2.84 -0.28 -3.78
133 H 4.03 -1.89 -6.16
134 H 4.94 -1.00 -4.97
135 H 2.41 0.99 -7.42
136 H 2.85 1.77 -5.78
137 C -3.32 2.83 -4.85
138 C -2.05 2.05 -4.49
139 C -1.68 1.37 -5.82
140 O -2.92 1.13 -6.47
141 C -3.93 2.05 -6.02
142 H -3.14 3.86 -5.23
143 H -4.00 2.91 -3.98
144 H -2.21 1.29 -3.74
145 H -1.26 2.68 -4.14
146 H -1.15 0.40 -5.64
147 H -0.98 1.99 -6.48
148 H -4.75 1.39 -5.72
149 H -4.30 2.73 -6.76
150 C -2.13 -4.00 4.08
151 C -1.46 -5.19 4.56
152 C -0.16 -4.60 5.15
153 O 0.20 -3.66 4.16
154 C -1.03 -3.11 3.59
155 H -2.66 -3.48 4.87
156 H -2.85 -3.99 3.21
157 H -1.31 -6.07 3.96
158 H -2.11 -5.77 5.34
159 H 0.60 -5.40 5.12
160 H -0.35 -4.09 6.21
161 H -0.78 -3.18 2.53
162 H -1.17 -2.02 3.75
163 C 2.95 -0.83 7.12
164 C 2.22 -1.83 6.20
165 C 2.25 -1.10 4.87
166 O 3.32 -0.12 4.85
167 C 3.92 -0.11 6.14
168 H 3.49 -1.29 7.93
169 H 2.30 -0.11 7.57
170 H 1.14 -1.98 6.39
171 H 2.68 -2.81 6.06
172 H 1.29 -0.52 4.88
173 H 2.35 -1.71 3.95
174 H 4.13 0.87 6.47
175 H 4.83 -0.73 6.07



C40H99F8IN3O23S2 | wB97M-V/def2-TZVPD

orbital gap = 7.593 eV
spin multiplicity = 1
charge = +1

Geometry (Å):
1 C -0.98 -8.07 3.74
2 C -0.72 -6.51 3.18
3 C 0.86 -6.36 2.70
4 C -1.80 -6.16 1.98
5 C -1.95 -4.51 1.79
6 C -2.69 -3.98 3.17
7 C -2.95 -4.22 0.52
8 O -2.32 -3.54 -0.62
9 C -1.70 -2.26 -0.24
10 N -0.22 -2.15 -0.62
11 C 0.60 -3.23 -1.28
12 C 0.17 -3.60 -2.82
13 O 0.62 -4.76 -3.37
14 I -1.08 -2.33 -4.12
15 C 0.11 -0.75 -0.16
16 C 1.56 0.01 -0.31
17 C 2.23 -0.18 -1.80
18 C 3.77 -0.81 -1.68
19 S 4.89 0.16 -0.53
20 O 4.41 1.66 -0.44
21 O 6.38 0.15 -0.97
22 O 4.85 -0.40 1.11
23 C -1.15 0.03 0.54
24 N -1.13 1.42 1.14
25 C -1.54 2.36 0.20
26 S -2.45 3.47 -0.74
27 N -2.25 -1.01 0.41
28 C -3.67 -0.78 0.87
29 C -3.66 -0.53 2.49
30 O -3.77 0.92 2.71
31 C -2.99 1.38 3.88
32 C -3.24 3.03 3.97
33 F -3.47 3.47 2.56
34 F -4.43 3.31 4.85
35 C -1.96 3.83 4.61
36 F -0.80 3.55 3.69
37 F -1.53 3.28 5.95
38 C -2.13 5.46 4.65
39 F -3.42 5.97 4.10
40 F -1.05 6.18 3.87
41 C -2.02 6.10 6.19
42 F -0.61 6.07 6.71
43 F -3.02 5.54 7.13
44 H -0.60 -8.04 4.87
45 H -2.13 -8.27 3.67
46 H -0.31 -8.78 3.08
47 H -0.83 -5.83 4.13
48 H 1.46 -7.25 3.16
49 H 1.27 -5.38 3.23
50 H 0.98 -6.25 1.53
51 H -1.30 -6.57 0.98
52 H -2.84 -6.70 2.11
53 H -0.85 -4.12 1.66
54 H -3.74 -3.48 2.99
55 H -2.91 -4.92 3.88
56 H -2.03 -3.23 3.78
57 H -3.97 -3.69 0.83
58 H -3.28 -5.29 0.12
59 H 1.74 -2.95 -1.20
60 H 0.47 -4.22 -0.63
61 H 1.33 1.17 -0.20
62 H 2.26 -0.29 0.59
63 H 1.64 -0.94 -2.50
64 H 2.25 0.84 -2.41
65 H 3.66 -1.91 -1.27
66 H 4.16 -0.88 -2.79
67 H 4.33 -1.26 1.17
68 H -4.02 0.25 0.38
69 H -4.44 -1.58 0.50
70 H -2.64 -0.89 2.98
71 H -4.53 -1.04 3.08
72 H -3.45 0.94 4.88
73 H -1.85 1.15 3.83
74 H -2.30 7.26 6.07
75 C -0.07 9.21 3.77
76 O -0.09 9.14 5.19
77 H -0.87 9.87 3.44
78 H 0.89 9.61 3.44
79 H -0.22 8.21 3.35
80 H 0.64 8.55 5.45
81 C 0.01 5.98 -2.13
82 O -0.02 4.82 -2.95
83 H 0.58 5.76 -1.23
84 H 0.49 6.79 -2.68
85 H -1.02 6.25 -1.86
86 H -0.53 5.04 -3.75
87 C 2.52 4.60 6.90
88 O 2.89 5.38 5.78
89 H 3.16 4.86 7.75
90 H 1.47 4.82 7.16
91 H 2.63 3.54 6.67
92 H 2.31 5.13 5.05
93 C 2.73 -3.84 -6.69
94 O 2.28 -2.92 -5.70
95 H 3.25 -3.29 -7.47
96 H 3.42 -4.56 -6.23
97 H 1.87 -4.36 -7.12
98 H 1.82 -3.44 -5.02
99 C 7.43 -0.30 -4.85
100 O 6.63 -0.51 -3.71
101 H 7.43 -1.21 -5.45
102 H 7.03 0.52 -5.44
103 H 8.46 -0.07 -4.54
104 H 6.65 0.32 -3.19
105 C 0.08 0.52 6.92
106 O 0.74 0.07 5.76
107 H -0.48 -0.31 7.36
108 H 0.82 0.88 7.65
109 H -0.61 1.33 6.66
110 H 1.23 0.82 5.39
111 C -5.41 -1.96 -3.35
112 O -5.42 -2.03 -1.93
113 H -6.21 -1.30 -3.68
114 H -4.45 -1.55 -3.68
115 H -5.56 -2.96 -3.77
116 H -4.70 -2.62 -1.67
117 C -2.56 -1.99 -7.88
118 O -3.01 -1.08 -6.90
119 H -2.04 -1.44 -8.67
120 H -1.87 -2.71 -7.42
121 H -3.42 -2.52 -8.31
122 H -3.46 -1.60 -6.21
123 C 7.17 -2.69 -0.24
124 O 6.03 -3.52 -0.12
125 H 6.91 -1.69 0.13
126 H 7.98 -3.10 0.37
127 H 7.47 -2.63 -1.28
128 H 6.28 -4.40 -0.45
129 C 7.94 -2.42 3.60
130 O 7.91 -3.58 2.78
131 H 8.51 -2.64 4.50
132 H 8.42 -1.61 3.05
133 H 6.92 -2.15 3.87
134 H 7.40 -3.36 1.99
135 C 1.78 3.01 -5.24
136 O 2.47 4.10 -4.67
137 H 2.48 2.41 -5.83
138 H 1.36 2.38 -4.45
139 H 0.98 3.38 -5.89
140 H 1.82 4.61 -4.15
141 C -6.47 2.07 1.26
142 O -6.50 0.91 0.44
143 H -5.90 1.85 2.16
144 H -5.99 2.88 0.71
145 H -7.49 2.34 1.53
146 H -7.01 1.13 -0.35
147 C -7.19 -4.58 -0.33
148 O -6.17 -5.54 -0.53
149 H -7.03 -4.09 0.63
150 H -7.16 -3.84 -1.13
151 H -8.17 -5.08 -0.32
152 H -6.34 -5.97 -1.39
153 C 8.71 -3.64 -6.19
154 O 8.54 -2.68 -7.22
155 H 7.80 -3.70 -5.60
156 H 8.91 -4.62 -6.64
157 H 9.54 -3.34 -5.55
158 H 9.37 -2.65 -7.73
159 C 2.45 10.00 0.77
160 O 1.31 9.16 0.88
161 H 2.20 11.00 1.13
162 H 3.26 9.59 1.37
163 H 2.75 10.06 -0.28
164 H 1.56 8.28 0.55
165 C -8.18 4.38 5.49
166 O -7.52 3.72 4.42
167 H -9.26 4.35 5.32
168 H -7.95 3.86 6.43
169 H -7.85 5.42 5.54
170 H -6.57 3.76 4.61
171 C -1.15 -2.17 -11.96
172 O -1.17 -2.24 -10.54
173 H -1.96 -1.51 -12.29
174 H -0.19 -1.76 -12.29
175 H -1.30 -3.17 -12.38
176 H -0.44 -2.83 -10.28